{"formula": "C6H6N2O2", "method": "wB97M-V/def2-TZVPD", "lumo_energy_ev": 0.400, "homo_ev": -9.80, "relative_energy_kcal_mol": 58.3, "total_energy_ha": -492.15060, "smiles": "O=c1cc[nH]c(=O)[nH]1.C#C", "species": ["O", "C", "C", "C", "N", "C", "O", "N", "H", "H", "H", "H", "C", "C", "H", "H"], "coordinates": [[-0.49862, 0.22813, 1.82689], [0.21328, -0.49202, 1.11627], [1.67090, -0.19627, 0.79229], [2.34529, -1.20945, 0.19231], [1.79126, -2.29877, -0.53987], [0.42605, -2.41468, -0.60110], [-0.16909, -3.12752, -1.44657], [-0.23161, -1.67004, 0.38575], [2.26330, 0.61346, 1.16018], [3.46413, -1.01014, 0.17835], [2.38883, -2.78257, -1.14739], [-1.32708, -1.71664, 0.28921], [-3.31658, 4.32669, -0.11759], [-2.89782, 3.80749, -1.09484], [-3.57656, 4.79794, 0.88955], [-2.54568, 3.14439, -1.88344]], "forces_ev_per_angstrom": [[1.1, -2.4, -1.7], [0.5, 1.8, -0.3], [-1.4, -2.9, 0.1], [1.2, 1.0, -0.8], [0.1, 2.5, 2.6], [-1.6, -1.4, -1.8], [1.5, 1.8, 2.5], [-3.2, 1.0, 0.2], [-0.3, 0.4, 0.5], [-1.5, -1.0, -0.5], [0.4, -0.8, -0.9], [3.0, 0.0, 0.3], [-0.8, 1.8, 3.6], [0.7, -1.7, -1.8], [0.4, -0.9, -2.3], [-0.3, 0.8, 0.5]]}